The following is a quantum chemistry calculation of 4 unconnected molecules or ions with the total composition C20H36N2O10S3 at a distorted geometry, from the Open Molecules 2025 dataset.

HOMO: -8.59 eV
max |F|: 6.01 eV Å⁻¹
structure (SMILES): CCCOc1ccc2nccnc2c1.CCOS(C)(=O)=O.CCOS(C)(=O)=O.CCOS(C)(=O)=O
relative energy (zero: lowest compared OMol25 entry of this formula, charge and spin): 610.8 kJ/mol
E_LUMO: -0.95 eV

Last column: Mulliken charge in e.
Geometry (Å):
C 4.8975 -3.8953 1.6230  -1.0500
C 4.6368 -2.2827 1.6670  0.0126
C 3.2081 -2.0730 2.3610  -0.5716
O 2.6349 -0.7349 2.1733  -0.3553
C 1.2173 -0.9735 1.9915  0.2907
C 0.6151 -0.5500 0.5945  -0.5524
C -0.8818 -0.8347 0.3643  -0.3991
C -1.8101 -1.5003 1.4629  0.2324
N -3.1832 -1.7192 1.0984  -0.2328
C -3.9396 -2.2883 2.1636  -0.1415
C -3.3255 -2.6303 3.5503  -0.2368
N -1.9624 -2.4746 3.9414  -0.5606
C -1.2347 -1.8941 2.8446  0.6217
C 0.3087 -1.6129 3.0811  -0.3252
H 3.9048 -4.3964 1.2965  0.2989
H 5.7586 -4.1728 0.9058  0.3014
H 5.1245 -4.2575 2.6829  0.2871
H 4.6424 -1.8109 0.6212  0.1423
H 5.5224 -1.8679 2.2897  0.1989
H 2.4671 -2.8204 1.8821  0.3873
H 3.2602 -2.2690 3.5021  0.1445
H 1.3162 -0.0593 -0.1639  0.3816
H -1.3377 -0.5343 -0.6346  0.1920
H -5.0579 -2.4746 1.9725  0.3245
H -4.0434 -3.0628 4.3447  0.3183
H 0.8270 -1.8816 4.0721  0.2809
O -0.2305 4.7176 0.4859  -0.6608
S -1.2396 3.7596 0.1144  1.2201
O -1.0388 2.8173 -0.9553  -0.5828
O -2.6374 4.5368 -0.1317  -0.2685
C -2.6568 5.6290 -1.0489  -0.3582
C -2.6856 5.1485 -2.4877  -0.9677
C -1.7344 2.8678 1.5628  -0.8571
H -1.8102 6.2989 -0.8724  0.3275
H -3.5667 6.1984 -0.8431  0.2699
H -1.7465 4.6598 -2.7572  0.2838
H -2.8386 5.9870 -3.1710  0.3832
H -3.4845 4.4176 -2.6362  0.2572
H -1.9461 3.5795 2.3599  0.3602
H -0.9112 2.2135 1.8519  0.2837
H -2.6171 2.2736 1.3264  0.3048
O -7.5554 -3.7588 -1.5224  -0.6379
S -7.2873 -3.1764 -2.8123  1.2327
O -6.4215 -3.8133 -3.7687  -0.6028
O -6.8037 -1.6466 -2.6080  -0.2826
C -5.7071 -1.3905 -1.7310  -0.3048
C -4.3806 -1.7092 -2.3943  -0.6645
C -8.8302 -2.8144 -3.6038  -0.9286
H -5.8227 -1.9405 -0.7928  0.2641
H -5.7378 -0.3258 -1.4864  0.2851
H -4.2747 -2.7832 -2.5633  0.3031
H -3.5478 -1.3822 -1.7683  0.0288
H -4.3073 -1.2199 -3.3691  0.3314
H -9.4691 -2.2786 -2.9028  0.3128
H -9.2927 -3.7602 -3.8861  0.3684
H -8.6376 -2.2138 -4.4925  0.3130
O 6.1208 -0.0793 -1.1961  -0.6040
S 7.3281 0.6751 -0.9759  1.2310
O 8.3362 0.2425 -0.0448  -0.6053
O 6.9368 2.2091 -0.6456  -0.2719
C 6.0149 2.4635 0.4142  -0.2607
C 6.6825 2.3546 1.7721  -1.0133
C 8.1014 0.9772 -2.5406  -1.0093
H 5.1499 1.7976 0.3442  0.2968
H 5.6484 3.4836 0.2759  0.2622
H 6.9734 1.3234 1.9850  0.2506
H 6.0043 2.6846 2.5623  0.3933
H 7.5915 2.9605 1.8067  0.3012
H 7.3550 1.3619 -3.2345  0.3188
H 8.5013 0.0311 -2.9056  0.3718
H 8.9099 1.6945 -2.4012  0.3355

Cartesian forces (eV/Å) of the 3 atoms listed first:
C -0.70 0.61 -0.17
C 0.26 -0.68 0.49
C 0.75 -1.09 0.27